Record 1
{
  "formula": "C22H23N3O3",
  "method": "ωB97M-V with the def2-TZVPD basis set",
  "symbols": ["C", "C", "C", "C", "C", "C", "N", "O", "O", "C", "C", "H", "H", "H", "H", "H", "H", "H", "H", "C", "N", "C", "C", "N", "C", "C", "C", "C", "C", "C", "C", "C", "C", "C", "C", "O", "H", "H", "H", "H", "H", "H", "H", "H", "H", "H", "H", "H", "H", "H", "H"],
  "coordinates": [[5.0629, -0.9467, 2.1006], [3.6350, -1.3388, 2.2655], [3.0394, -2.1423, 1.2807], [1.6751, -2.3286, 1.2641], [0.8506, -1.7249, 2.2468], [-0.5555, -1.8992, 2.2413], [-1.0334, -3.1333, 1.7888], [-1.8973, -3.7544, 2.4756], [-0.6865, -3.5498, 0.6421], [1.4746, -1.0228, 3.3161], [2.8478, -0.8296, 3.3220], [5.4478, -0.4289, 2.9808], [5.7137, -1.7919, 1.8598], [5.0975, -0.2593, 1.2479], [3.6636, -2.6070, 0.5072], [1.2185, -2.9368, 0.4940], [-1.1661, -1.4164, 3.0009], [0.8277, -0.6736, 4.1257], [3.3268, -0.2712, 4.1414], [-3.1419, 2.8622, 0.5586], [-2.0911, 3.1908, -0.3890], [-1.7381, 4.5097, -0.6317], [-0.7350, 4.4890, -1.5373], [-0.5103, 3.1641, -1.8828], [0.4557, 2.7497, -2.8859], [-1.3414, 2.3707, -1.1629], [-1.1895, 0.9225, -0.9631], [-2.4671, 0.2650, -0.7395], [-2.5677, -0.9371, -0.1238], [-3.8582, -1.5720, 0.0703], [-3.9246, -2.8691, 0.6029], [-5.1143, -3.4278, 1.0441], [-6.3184, -2.7338, 0.8308], [-6.2902, -1.5090, 0.1322], [-5.0786, -0.9277, -0.2457], [-0.0822, 0.3592, -0.9719], [-3.1214, 1.8126, 0.8667], [-3.0118, 3.4925, 1.4480], [-4.1337, 3.0906, 0.1322], [-2.2146, 5.3229, -0.1078], [-0.1471, 5.2933, -1.9462], [0.2383, 1.7308, -3.2359], [0.4008, 3.4367, -3.7441], [1.4774, 2.7843, -2.4768], [-3.3393, 0.7839, -1.1273], [-1.6804, -1.4936, 0.1524], [-3.0140, -3.4453, 0.6450], [-5.0969, -4.4033, 1.5256], [-7.2596, -3.1478, 1.1934], [-7.2201, -1.0108, -0.1362], [-5.0742, -0.0045, -0.8238]],
  "forces_ev_per_angstrom": [[0.3, 0.2, -0.1], [-0.5, -0.1, 0.4], [0.2, 0.4, 0.5], [0.1, 0.2, 0.1], [1.3, 0.2, -0.2], [-1.2, -1.1, 0.2], [-0.7, 0.9, 0.3], [0.5, 0.5, -0.6], [-0.4, -0.2, 0.8], [-0.4, -0.3, -0.6], [0.4, -0.1, -0.6], [0.1, 0.0, -0.1], [0.0, 0.0, 0.1], [0.3, 0.1, 0.1], [-0.2, 0.2, 0.3], [0.1, 0.2, 0.1], [0.2, -0.6, 0.2], [0.3, 0.0, -0.2], [-0.2, -0.2, -0.5], [-0.8, 0.0, 0.8], [0.3, 0.2, -0.6], [0.1, -0.6, 0.1], [0.0, -0.5, -0.2], [-0.7, 0.3, 0.7], [0.7, -0.3, -0.6], [1.1, 2.2, 0.2], [0.3, -3.0, 0.0], [0.7, 0.2, -0.1], [-0.3, -0.3, -1.1], [-0.9, -0.3, 0.1], [0.3, 0.2, -0.1], [-0.8, 0.4, -0.4], [0.7, 0.1, 0.0], [0.2, -0.1, -0.1], [-0.1, -0.6, 0.4], [-1.4, 1.7, -0.1], [0.2, 0.4, -0.2], [0.0, -0.2, -0.3], [0.5, -0.2, 0.0], [0.1, -0.1, -0.1], [-0.1, -0.1, -0.1], [0.1, 0.4, 0.3], [-0.1, -0.2, 0.4], [-0.5, -0.1, -0.1], [0.1, 0.0, 0.3], [0.1, 0.1, 0.1], [0.0, 0.0, 0.3], [0.0, 0.2, -0.1], [0.2, 0.1, -0.2], [0.1, -0.1, 0.1], [-0.2, -0.1, 0.3]],
  "mulliken_charge": [-1.38, 0.98, -0.80, -0.28, 1.34, -1.34, 0.97, -0.73, -0.67, -0.96, -0.59, 0.35, 0.33, 0.26, 0.29, 0.49, 0.32, 0.33, 0.25, -0.87, 0.15, -0.47, -0.44, 0.17, -0.89, 0.46, 0.24, -2.00, 0.92, 0.59, -0.42, -0.57, -0.42, -0.55, -0.61, -0.64, 0.38, 0.36, 0.34, 0.47, 0.45, 0.32, 0.38, 0.32, 0.64, 0.55, 0.52, 0.42, 0.37, 0.38, 0.28],
  "spin_multiplicity": 1,
  "relative_energy_kj_mol": 924.5,
  "gap_ev": 3.8,
  "max_force_ha_per_bohr": 0.0589,
  "charge": 0,
  "mol_weight_da": 377.44
}

***

Record 2
{
  "formula": "C22H23N3O3S",
  "method": "ωB97M-V with the def2-TZVPD basis set",
  "symbols": ["C", "C", "C", "C", "N", "C", "O", "C", "C", "C", "C", "N", "S", "O", "O", "C", "C", "C", "C", "C", "C", "C", "C", "N", "C", "C", "C", "C", "C", "H", "H", "H", "H", "H", "H", "H", "H", "H", "H", "H", "H", "H", "H", "H", "H", "H", "H", "H", "H", "H", "H", "H"],
  "coordinates": [[-0.7170, 3.7618, 3.8054], [-0.9069, 3.7437, 2.2918], [0.1167, 4.6406, 1.5939], [-0.0655, 4.5758, 0.0789], [0.0295, 3.2096, -0.3925], [1.1001, 2.8331, -1.1357], [1.9854, 3.6127, -1.4388], [1.1209, 1.4137, -1.6079], [0.1351, 0.9272, -2.4589], [0.2030, -0.3673, -2.9375], [1.2614, -1.1962, -2.5739], [1.3323, -2.4959, -3.0663], [1.7727, -3.8636, -2.2090], [2.9254, -3.6062, -1.4111], [1.8354, -4.8997, -3.1979], [0.3482, -4.2345, -1.1711], [-0.3244, -5.4026, -1.3878], [-1.4321, -5.7430, -0.5943], [-1.8434, -4.9068, 0.4075], [-1.1682, -3.6936, 0.6517], [-1.5381, -2.7879, 1.6683], [-0.8216, -1.6332, 1.8304], [0.2601, -1.3857, 0.9658], [0.6281, -2.1959, 0.0149], [-0.0487, -3.3420, -0.1579], [2.2673, -0.7025, -1.7474], [2.1943, 0.5926, -1.2766], [-0.9296, 2.3184, 0.2130], [-0.7737, 2.3242, 1.7367], [-0.8226, 4.7733, 4.1899], [-1.4565, 3.1301, 4.2928], [0.2736, 3.3975, 4.0688], [-1.9124, 4.1148, 2.0596], [0.0067, 5.6730, 1.9286], [1.1252, 4.3069, 1.8458], [0.7095, 5.1512, -0.4300], [-1.0500, 4.9722, -0.1969], [-0.6847, 1.5668, -2.7538], [-0.5653, -0.7392, -3.6015], [0.6441, -2.7327, -3.7645], [0.0201, -6.0545, -2.1752], [-1.9494, -6.6718, -0.7791], [-2.6900, -5.1626, 1.0286], [-2.3806, -3.0223, 2.3041], [-1.0695, -0.9212, 2.6020], [0.8474, -0.4818, 1.0579], [3.0819, -1.3507, -1.4746], [2.9787, 0.9834, -0.6460], [-0.7922, 1.3079, -0.1738], [-1.9393, 2.6603, -0.0493], [-1.5321, 1.6739, 2.1767], [0.2108, 1.9284, 1.9962]],
  "forces_ev_per_angstrom": [[-0.2, 0.0, -0.3], [0.4, -0.1, 0.3], [-0.4, -0.1, -0.2], [0.3, 0.4, 0.0], [-0.2, 0.2, 0.0], [0.0, -0.1, -0.1], [0.3, 0.0, 0.0], [0.0, -0.1, -0.2], [0.2, 0.1, 0.2], [0.2, -0.3, -0.1], [0.1, 0.9, 0.3], [0.2, -1.1, 0.1], [-0.3, -0.1, -0.3], [-0.2, 0.3, 0.1], [-0.3, 0.1, 0.0], [0.5, -0.1, -0.5], [0.2, 0.1, -0.2], [-0.2, 0.1, 0.3], [0.0, -0.2, -0.1], [0.4, 0.2, -0.3], [0.1, 0.2, 0.0], [-0.2, -0.2, 0.0], [0.0, 0.0, 0.0], [0.3, 0.1, 0.1], [-0.7, -0.2, 0.6], [0.0, 0.2, -0.2], [-0.1, 0.0, 0.0], [-0.1, -0.4, 0.3], [-0.3, 0.3, -0.2], [0.0, 0.1, 0.1], [-0.1, -0.1, 0.1], [0.1, 0.0, 0.1], [0.0, 0.0, 0.0], [0.0, 0.1, 0.0], [0.1, 0.0, 0.0], [-0.2, 0.0, 0.0], [0.0, 0.0, 0.0], [-0.1, 0.0, 0.0], [-0.1, 0.0, 0.0], [0.0, -0.1, -0.1], [0.0, -0.1, -0.1], [0.0, -0.1, 0.0], [-0.1, 0.0, 0.0], [-0.1, 0.0, 0.1], [0.0, 0.1, 0.1], [0.0, 0.2, 0.1], [0.1, 0.0, 0.0], [0.1, 0.0, 0.0], [-0.1, 0.2, 0.0], [0.0, -0.1, 0.0], [0.0, -0.1, 0.1], [0.1, -0.1, 0.0]],
  "mulliken_charge": [-1.73, 0.54, -0.76, -1.04, 0.14, 0.27, -0.68, 0.42, -0.31, -0.69, 0.61, -0.32, 1.33, -0.64, -0.75, 0.03, -0.35, -0.72, -0.74, 0.96, -0.73, -0.76, -0.47, -0.06, -0.11, -0.32, -0.88, -0.68, -0.76, 0.43, 0.42, 0.35, 0.29, 0.41, 0.28, 0.52, 0.33, 0.44, 0.35, 0.29, 0.56, 0.41, 0.41, 0.42, 0.47, 0.68, 0.48, 0.48, 0.41, 0.21, 0.36, 0.23],
  "spin_multiplicity": 1,
  "smiles": "CC1CCN(C(=O)c2ccc(NS(=O)(=O)c3cccc4cccnc34)cc2)CC1",
  "relative_energy_kj_mol": 113.7,
  "gap_ev": 7.9,
  "max_force_ha_per_bohr": 0.0217,
  "charge": 0,
  "mol_weight_da": 409.51
}

***

Record 3
{
  "formula": "C22H23N3O5",
  "method": "ωB97M-V with the def2-TZVPD basis set",
  "symbols": ["C", "O", "C", "C", "C", "C", "C", "C", "O", "O", "C", "C", "O", "N", "C", "C", "C", "N", "C", "N", "C", "C", "C", "C", "C", "C", "C", "O", "C", "C", "H", "H", "H", "H", "H", "H", "H", "H", "H", "H", "H", "H", "H", "H", "H", "H", "H", "H", "H", "H", "H", "H", "H"],
  "coordinates": [[-0.2382, 1.5573, -3.1781], [-0.3495, 0.1708, -2.9814], [0.6342, -0.4634, -2.2799], [1.7021, 0.1732, -1.6589], [2.6532, -0.5742, -0.9860], [2.5643, -1.9560, -0.9190], [3.6037, -2.7467, -0.1550], [3.3164, -2.5056, 1.3061], [2.6346, -3.1993, 2.0139], [3.8754, -1.3542, 1.7111], [3.5361, -0.8661, 3.0038], [2.4187, 0.1829, 2.9090], [2.5492, 1.2959, 3.3751], [1.3321, -0.2843, 2.2659], [0.1654, 0.3466, 1.8428], [-0.4258, 1.5564, 2.0316], [-0.0664, 2.7095, 2.8937], [-1.5639, 1.6309, 1.2399], [-2.7586, 2.2612, 1.7666], [-1.7286, 0.3892, 0.6216], [-2.5591, 0.2372, -0.4974], [-2.9494, 1.3402, -1.2517], [-3.7606, 1.1642, -2.3573], [-4.1732, -0.1031, -2.7287], [-3.7671, -1.2002, -1.9875], [-2.9715, -1.0386, -0.8696], [-0.6683, -0.4372, 0.9419], [-0.4765, -1.5741, 0.5504], [1.4826, -2.5851, -1.5235], [0.5334, -1.8519, -2.2013], [-0.2597, 2.1052, -2.2303], [0.6780, 1.8125, -3.7218], [-1.1041, 1.8397, -3.7746], [1.8067, 1.2468, -1.6851], [3.4753, -0.0668, -0.5018], [4.6055, -2.3891, -0.3918], [3.5124, -3.8099, -0.3696], [4.4289, -0.3936, 3.4163], [3.2143, -1.6993, 3.6402], [1.3341, -1.2457, 1.9302], [-0.1078, 3.6367, 2.3250], [-0.7593, 2.7900, 3.7316], [0.9377, 2.5676, 3.2830], [-3.0238, 1.8659, 2.7524], [-2.5879, 3.3333, 1.8451], [-3.5872, 2.0825, 1.0855], [-2.5991, 2.3280, -0.9917], [-4.0609, 2.0250, -2.9372], [-4.7997, -0.2355, -3.5978], [-4.0755, -2.1927, -2.2793], [-2.6421, -1.8891, -0.2972], [1.3811, -3.6574, -1.4594], [-0.3114, -2.3296, -2.6698]],
  "forces_ev_per_angstrom": [[0.0, 0.2, -0.1], [0.1, -0.4, 0.1], [0.0, -0.2, -0.1], [-0.2, 0.3, -0.1], [0.0, -0.2, 0.0], [0.1, 0.1, -0.1], [-0.1, 0.1, 0.2], [0.1, -0.5, -0.1], [-0.1, 0.0, 0.0], [0.3, 0.3, -0.1], [-0.1, 0.1, 0.5], [0.4, -0.4, 0.0], [0.1, 0.2, 0.1], [-0.4, -0.4, -0.2], [-0.4, 0.5, 0.0], [0.4, -0.5, -0.1], [0.0, 0.0, 0.1], [0.3, 0.3, -0.6], [-0.2, -0.1, 0.3], [0.0, -0.1, 0.5], [-0.2, 0.1, -0.4], [0.1, 0.0, 0.1], [-0.1, 0.0, 0.0], [0.0, 0.0, -0.1], [0.0, 0.1, 0.0], [0.1, 0.0, 0.1], [0.0, 0.1, 0.4], [0.1, -0.1, 0.0], [0.1, 0.2, -0.1], [0.0, 0.2, -0.1], [0.0, 0.0, 0.0], [0.0, 0.0, 0.0], [0.1, 0.0, 0.0], [0.0, 0.1, 0.0], [0.1, 0.0, 0.0], [0.0, -0.1, 0.0], [0.0, 0.0, 0.1], [-0.2, 0.0, -0.1], [0.1, 0.2, -0.1], [0.1, 0.0, 0.1], [0.0, 0.1, 0.0], [-0.1, 0.1, 0.1], [-0.1, 0.0, 0.0], [0.0, 0.0, 0.0], [0.0, 0.0, 0.0], [0.1, 0.1, 0.0], [0.0, 0.1, 0.1], [0.0, 0.1, 0.0], [-0.1, 0.0, -0.1], [0.0, -0.1, 0.0], [0.0, -0.1, 0.1], [0.0, -0.1, 0.0], [-0.1, -0.1, -0.1]],
  "mulliken_charge": [-0.95, -0.42, 0.80, -0.45, -0.49, 0.54, -1.28, 0.67, -0.58, -0.33, -0.70, 0.81, -0.71, 0.01, 0.60, 0.00, -1.79, 0.08, -1.29, 0.40, 0.33, 0.19, -0.96, -0.50, -0.76, -0.47, 0.37, -0.72, -0.67, -0.53, 0.29, 0.42, 0.25, 0.47, 0.41, 0.36, 0.43, 0.36, 0.33, 0.12, 0.40, 0.36, 0.40, 0.35, 0.38, 0.49, 0.52, 0.43, 0.41, 0.41, 0.50, 0.32, 0.42],
  "spin_multiplicity": 1,
  "smiles": "COc1ccc(CC(=O)OCC(=O)Nc2c(C)n(C)n(-c3ccccc3)c2=O)cc1",
  "relative_energy_kj_mol": 192.2,
  "gap_ev": 8.6,
  "max_force_ha_per_bohr": 0.0142,
  "charge": 0,
  "mol_weight_da": 409.44
}

***

Record 4
{
  "formula": "C22H23N3OS",
  "method": "ωB97M-V with the def2-TZVPD basis set",
  "symbols": ["C", "N", "C", "C", "C", "S", "C", "N", "C", "C", "C", "C", "C", "C", "C", "C", "N", "C", "C", "C", "C", "C", "C", "C", "C", "C", "O", "H", "H", "H", "H", "H", "H", "H", "H", "H", "H", "H", "H", "H", "H", "H", "H", "H", "H", "H", "H", "H", "H", "H"],
  "coordinates": [[4.2175, -4.1205, 2.1487], [3.9362, -2.7280, 1.7605], [4.3841, -2.4277, 0.4103], [4.1097, -0.9355, 0.1524], [2.5653, -0.7147, 0.0656], [2.3125, 1.0828, -0.1963], [0.5412, 1.1010, -0.2328], [0.0009, 0.1518, -0.9599], [-1.3152, 0.1761, -1.1291], [-1.9328, -0.8141, -2.0541], [-3.2506, -0.6590, -2.5534], [-3.8518, -1.6298, -3.3644], [-3.1659, -2.8400, -3.6332], [-3.8038, -3.9212, -4.4753], [-1.8478, -2.9812, -3.1446], [-1.2404, -1.9671, -2.4004], [-2.1390, 1.0535, -0.5358], [-1.5977, 1.9741, 0.2659], [-0.2275, 2.0785, 0.4126], [0.4240, 3.1384, 1.2779], [-0.6086, 3.8629, 2.1040], [-0.1368, 4.7764, 3.0487], [-1.0146, 5.6223, 3.6922], [-2.3951, 5.4985, 3.4811], [-2.8550, 4.5184, 2.5958], [-1.9771, 3.6945, 1.8686], [-2.4799, 2.8203, 0.9260], [3.7424, -4.4180, 3.0849], [3.8805, -4.8112, 1.3671], [5.3043, -4.1999, 2.3026], [4.3248, -2.0679, 2.4478], [3.9149, -3.0545, -0.3264], [5.4839, -2.6042, 0.3034], [4.5995, -0.6036, -0.7881], [4.5221, -0.3494, 0.9819], [2.1815, -1.2422, -0.7918], [2.0267, -1.1058, 0.9185], [-3.8125, 0.2521, -2.2831], [-4.8219, -1.5195, -3.8181], [-3.3420, -4.8930, -4.2569], [-3.6193, -3.6469, -5.5199], [-4.8922, -3.9529, -4.2540], [-1.2777, -3.8977, -3.4031], [-0.2187, -2.1323, -2.0329], [0.9192, 3.9011, 0.6787], [1.1780, 2.7210, 1.9698], [0.9351, 4.8943, 3.2042], [-0.6232, 6.3636, 4.3922], [-3.1326, 6.1525, 3.9216], [-3.9247, 4.4038, 2.3704]],
  "forces_ev_per_angstrom": [[0.6, 0.7, 0.1], [-0.7, -0.7, 0.3], [1.5, 1.3, 0.9], [-0.9, -0.4, -0.4], [1.2, 0.4, -0.6], [-0.2, -0.2, 0.7], [-0.2, 0.3, 0.0], [-0.4, -0.7, -0.6], [-0.7, 0.7, 0.2], [-0.8, -0.3, -0.2], [-0.2, 0.4, 0.1], [1.4, -0.7, 0.4], [0.6, 0.6, 0.5], [-0.1, 0.4, 0.5], [-0.4, -0.1, -0.5], [0.4, -0.7, 0.1], [-0.1, 0.5, 0.5], [-0.4, -0.3, -0.3], [1.3, 0.4, 0.7], [-0.5, -0.2, 0.4], [0.2, -0.4, -0.3], [-0.5, 0.2, -0.3], [-0.5, 0.3, 0.7], [0.3, -0.8, -0.9], [-0.6, -0.3, -0.7], [0.9, 1.1, 0.9], [0.4, -0.7, -0.5], [-0.2, 0.3, -0.1], [0.1, 0.2, 0.1], [-0.1, -0.6, -0.2], [-0.1, -0.5, -0.6], [-0.5, -0.3, -0.2], [-0.4, 0.0, 0.0], [-0.3, -0.1, 0.5], [0.0, 0.0, -0.2], [-0.1, -0.1, -0.4], [0.1, 0.3, 0.4], [0.4, -0.6, -0.2], [-0.3, 0.3, 0.2], [-0.2, 0.2, -0.2], [-0.3, -0.4, 0.0], [0.7, -0.1, -0.4], [-0.4, 0.7, 0.3], [-0.5, 0.3, -0.2], [0.3, -0.1, -0.2], [-0.2, -0.1, -0.5], [-0.2, -0.2, -0.1], [-0.2, -0.2, -0.2], [0.2, 0.1, 0.2], [0.5, 0.1, 0.3]],
  "mulliken_charge": [-0.87, -0.28, -0.81, -0.79, -0.31, -0.22, 0.04, -0.42, -0.02, 0.44, -0.37, -0.72, 0.93, -1.30, -0.81, -0.27, -0.60, 0.49, 0.44, -0.60, 0.69, -0.68, -0.54, -0.59, -0.35, 0.04, -0.49, 0.29, 0.28, 0.31, 0.21, 0.45, 0.39, 0.39, 0.37, 0.13, 0.46, 0.40, 0.40, 0.36, 0.27, 0.36, 0.28, 0.28, 0.33, 0.53, 0.39, 0.36, 0.38, 0.40],
  "spin_multiplicity": 1,
  "smiles": "CNCCCSc1nc(-c2ccc(C)cc2)nc2c1Cc1ccccc1O2",
  "relative_energy_kj_mol": 84.0,
  "gap_ev": 8.9,
  "max_force_ha_per_bohr": 0.0416,
  "charge": 0,
  "mol_weight_da": 377.51
}